This record from OMol25 describes an isolated molecule of C13H14N2O at a distorted geometry. The level of theory is ωB97M-V with the def2-TZVPD basis set.

Geometry as XYZ:
```
30
Properties=species:S:1:pos:R:3:mulliken_charge:R:1
C -0.89318 -4.55397 -1.60537 -0.42
C 0.43250 -4.16425 -1.72331 -0.66
C 0.81960 -2.88035 -1.33570 -0.32
C -0.06963 -1.94509 -0.80247 0.35
C 0.28980 -0.58315 -0.37069 0.28
N -0.50329 0.08759 0.41354 -0.54
C -0.22017 1.34309 0.93216 0.21
C 0.80737 2.07316 0.41435 0.59
C 1.78181 1.40713 -0.54857 -0.67
N 1.44851 0.00067 -0.79913 -0.18
C 1.08934 3.47219 0.93580 -0.99
O 0.30417 3.82230 2.07188 -0.38
C -1.03263 3.43679 1.97948 -0.59
C -1.15096 1.89933 1.93984 -0.38
C -1.39802 -2.41407 -0.58477 -0.36
C -1.79031 -3.65921 -1.01806 -0.52
H -1.17980 -5.53282 -1.91835 0.41
H 1.17310 -4.84902 -2.14385 0.35
H 1.84618 -2.63253 -1.46381 0.37
H 1.81213 1.93453 -1.48704 0.31
H 2.78348 1.54835 -0.14170 0.36
H 1.88825 -0.50455 -1.57754 0.23
H 0.84333 4.15653 0.13754 0.30
H 2.14357 3.57290 1.19358 0.33
H -1.50637 3.89772 1.11857 0.34
H -1.59316 3.77797 2.84403 0.34
H -2.20304 1.57385 1.68674 0.29
H -0.90222 1.48473 2.89426 0.23
H -2.19947 -1.80225 -0.16091 0.38
H -2.82090 -3.96759 -0.88049 0.35
```

Results
Energy relative to the best compared isomer or geometry (same formula, charge and spin) = 0.640 eV
Kohn-Sham gap = 0.29124 Ha
Energy = -18734.912 eV
SMILES = c1ccc(C2=NC3=C(CN2)COCC3)cc1
Lowest unoccupied orbital energy = 0.448 eV
E_HOMO = -7.48 eV